i:
This record from the Open Molecules 2025 dataset describes C5H4Cl2IN as an isolated structure. The level of theory is the ωB97M-V functional and the def2-TZVPD basis.

Geometry as XYZ:
```
13
Properties=species:S:1:pos:R:3:lowdin_charge:R:1
H 1.0888 0.7088 1.9229 0.143
N -0.5237 -0.2595 -1.4738 -0.006
H -0.7697 -0.7331 1.7880 0.067
C -1.2076 -0.4739 -0.2624 -1.321
Cl 0.8536 -2.1452 0.7292 0.609
C -0.1906 -0.6405 0.9105 -0.780
H 1.0945 0.4996 -2.3582 0.091
C 0.5882 0.4165 -1.4761 -0.119
H 1.7674 1.7013 -0.4591 0.044
C 1.1356 1.0081 -0.2670 -0.043
Cl -2.1944 -1.8646 -0.2725 0.658
I -2.3350 1.3231 0.3196 0.859
C 0.6930 0.4596 0.8990 -0.202
```

Calculated values
Lowest unoccupied orbital energy in eV: -0.95
HOMO level in eV: -9.45


ii:
This record from the Open Molecules 2025 dataset describes C5H4Cl2IN in the gas phase. The level of theory is the ωB97M-V functional and the def2-TZVPD basis.

Geometry as XYZ:
```
13
Properties=species:S:1:pos:R:3:lowdin_charge:R:1
Cl -2.6007 2.9828 -0.9624 0.704
I -3.5744 -1.0255 -0.5683 0.835
C -0.0707 -0.2726 -0.1052 -0.179
H -0.6875 -1.0121 -0.7246 0.088
C -1.6860 1.6469 -0.7012 -0.664
C -0.4786 -0.2610 1.2903 -0.131
H 0.9250 -0.5050 -0.1627 0.080
C -2.7879 0.1230 1.0596 -1.204
N -1.7046 -0.0724 1.6577 -0.057
C -0.5152 1.0691 -0.7109 -0.188
Cl -3.9890 1.1554 1.8490 0.543
H 0.3420 1.6662 -0.7909 0.089
H 0.1703 -0.4081 2.0492 0.083
```

Calculated values
Lowest unoccupied orbital energy (alpha / beta) in eV: -0.70 / -0.35
HOMO level (alpha / beta) in eV: -7.95 / -7.54


Most stable structure: i


i:
This record from the Open Molecules 2025 dataset describes an isolated ion of composition C3H8NO2 and charge -1. The level of theory is the ωB97M-V functional and the def2-TZVPD basis.

Geometry as XYZ:
```
14
Properties=species:S:1:pos:R:3:lowdin_charge:R:1
C 0.2393 -1.1205 -0.3005 -0.230
H -0.6576 0.2368 1.8854 0.083
H 0.1595 1.7779 1.5120 0.082
H 1.0552 -1.5341 0.2946 0.103
O 1.4276 0.1875 1.9731 -0.357
O 0.4432 -1.4961 -1.6939 -0.115
C 0.2910 0.6628 1.4386 -0.534
H -0.6884 -1.6150 0.0077 0.111
H -1.2104 0.8138 -1.5989 0.041
H -1.8696 0.6169 -0.1079 0.051
C 0.1596 0.3610 -0.0733 -0.431
H 0.7012 -0.7191 -2.1911 0.050
H 1.0146 0.8607 -0.5341 0.132
N -1.0653 0.9674 -0.6118 0.014
```

Calculated values
Charge: -1
Lowest unoccupied orbital energy in eV: 3.89
HOMO level in eV: -2.38


ii:
This record from the Open Molecules 2025 dataset describes an isolated ion of composition C3H8NO2 and charge -1. The level of theory is the ωB97M-V functional and the def2-TZVPD basis.

Geometry as XYZ:
```
14
Properties=species:S:1:pos:R:3:lowdin_charge:R:1
H -0.7747 1.2981 -1.3038 0.034
C -0.1675 0.2524 0.2920 -0.395
H -0.6511 -0.6660 -1.5966 0.099
H 1.4538 0.8579 1.5990 0.078
H -1.9891 -1.2382 0.6867 0.060
H 0.4809 1.8767 -0.5307 0.045
C -0.5518 -0.9811 -0.5645 -0.242
N -0.4764 1.5272 -0.3672 0.003
H 1.5957 -0.7867 1.0207 0.077
H -0.8410 0.1954 1.1624 0.105
H 0.2727 -1.6854 -0.5115 0.099
O 2.0884 0.6966 -0.3608 -0.351
C 1.3384 0.2402 0.6627 -0.514
O -1.7782 -1.5872 -0.1883 -0.099
```

Calculated values
Charge: -1
Lowest unoccupied orbital energy in eV: 3.97
HOMO level in eV: -2.68


iii:
This record from the Open Molecules 2025 dataset describes an isolated ion of composition C3H8NO2 and charge -1. The level of theory is the ωB97M-V functional and the def2-TZVPD basis.

Geometry as XYZ:
```
14
Properties=species:S:1:pos:R:3:lowdin_charge:R:1
C -0.3014 0.1919 0.1047 -0.361
H 1.0347 2.2071 0.0029 0.072
C -0.7328 -1.3619 0.2579 -0.464
H 1.3817 -0.3136 -1.3720 0.146
O -0.9787 -1.8507 -1.0541 -0.438
H 1.5947 -0.0845 0.4503 0.107
C 1.0790 0.3272 -0.4576 -0.264
N -0.5021 0.8568 1.5684 -0.038
H -0.9823 0.8663 -0.5231 0.136
O 1.4560 1.7175 -0.7535 -0.135
H 0.0528 -2.0644 0.6603 0.071
H -1.6554 -1.4991 1.1153 0.098
H -1.5379 1.0552 1.6259 0.051
H -0.4610 -0.0422 2.0929 0.019
```

Calculated values
Charge: -1
Lowest unoccupied orbital energy in eV: 4.07
HOMO level in eV: -2.47


Most stable structure: i


i:
This record from the Open Molecules 2025 dataset describes C5H9N2P in the gas phase. The level of theory is the ωB97M-V functional and the def2-TZVPD basis.

Geometry as XYZ:
```
17
Properties=species:S:1:pos:R:3:lowdin_charge:R:1
H 1.5150 1.2851 -2.1246 0.090
H -0.5975 1.5466 -0.3735 0.157
H 1.0209 1.1742 1.5415 0.040
C 0.8050 0.5157 -1.7553 -0.120
N -1.6209 -2.3826 -0.0776 -0.166
H 1.4752 -0.3707 -1.6774 0.089
C 1.3043 1.5078 0.5357 -0.059
H -2.0450 -3.0390 1.8658 0.018
P -0.7966 -0.7517 1.9099 0.920
C -1.6377 -2.3602 1.1940 -0.328
C 0.2812 0.8291 -0.4301 -0.488
H -0.0576 0.1008 -2.4237 0.110
N -0.9153 -1.5438 -0.7639 0.004
H -1.8649 0.1318 1.6406 -0.026
H 2.3163 1.2577 0.3516 0.070
H 1.1209 2.4948 0.3652 0.041
C -0.3033 -0.3956 0.2218 -0.353
```

Calculated values
Lowest unoccupied orbital energy (alpha / beta) in eV: -0.78 / -0.77
HOMO level (alpha / beta) in eV: -8.74 / -8.74


ii:
This record from the Open Molecules 2025 dataset describes a 2-piece molecular cluster, C5H9N2P overall. The level of theory is the ωB97M-V functional and the def2-TZVPD basis.

Geometry as XYZ:
```
17
Properties=species:S:1:pos:R:3:lowdin_charge:R:1
C -2.7272 0.7598 0.4196 -0.058
H 3.4772 -0.4226 -0.7592 -0.022
H -3.8319 -0.9036 -0.6701 0.087
C -1.7328 -0.7950 -0.8274 -0.104
H 3.2901 -1.2772 0.8522 0.007
H -3.4599 1.3655 0.7748 0.062
C 3.3696 -0.3817 0.2752 -0.318
H 1.5213 -0.3031 1.6394 -0.039
N -0.7467 -0.0443 -0.3036 -0.227
C -2.9560 -0.3625 -0.4543 -0.062
H 4.0926 0.2365 0.8172 0.029
H 1.3392 0.6839 -1.8166 0.148
H -0.9161 1.8214 0.9800 0.135
H -1.6406 -1.5971 -1.4302 0.086
C -1.3655 0.8948 0.4491 -0.143
P 1.7265 0.5714 0.4701 0.697
N 0.5603 -0.2462 -0.4162 -0.279
```

Calculated values
Lowest unoccupied orbital energy (alpha / beta) in eV: -0.64 / -0.91
HOMO level (alpha / beta) in eV: -8.10 / -8.37


Most stable structure: i


i:
This record from the Open Molecules 2025 dataset describes a 5-piece molecular cluster, C2H15NO4 overall. The level of theory is the ωB97M-V functional and the def2-TZVPD basis.

Geometry as XYZ:
```
22
Properties=species:S:1:pos:R:3:lowdin_charge:R:1
H 1.7802 -0.7593 1.7679 0.044
H 0.1831 -2.8385 1.6013 0.072
C 0.1761 -2.4933 0.5749 -0.139
H -0.5117 2.6049 1.8478 0.062
H 1.5973 0.0595 -1.6762 0.036
O -1.3607 2.1898 2.2228 -0.071
N 1.3782 -0.3894 0.9578 0.004
H 1.0406 -1.3339 -0.8859 0.068
H 2.2184 -2.2124 0.0525 0.127
C 1.2765 -1.6321 0.1140 -0.321
H 1.2123 1.5893 -2.2697 0.038
O 1.1606 2.2350 0.1073 -0.036
H -4.4550 0.6906 -1.3994 0.014
O 1.4036 0.6446 -2.5020 -0.128
H 0.2218 -3.4711 0.0109 0.095
H 1.9742 2.0486 0.5038 0.011
H 0.3474 -0.1991 1.1082 0.092
H -1.8609 1.9623 1.4559 0.009
H -0.8689 -2.3220 0.4656 0.061
H -3.5199 0.7090 -2.6219 0.016
H 0.4645 1.7074 0.4690 -0.024
O -3.8577 1.2099 -1.9047 -0.029
```

Calculated values
Lowest unoccupied orbital energy in eV: 0.36
HOMO level in eV: -10.14


ii:
This record from the Open Molecules 2025 dataset describes a 5-piece molecular cluster, C2H15NO4 overall. The level of theory is the ωB97M-V functional and the def2-TZVPD basis.

Geometry as XYZ:
```
22
Properties=species:S:1:pos:R:3:lowdin_charge:R:1
O 1.5398 -0.7153 -2.1514 -0.070
O -0.9843 -1.7290 -1.8866 -0.077
H 1.0380 1.0820 1.2445 0.077
C 0.2349 1.6681 1.6762 -0.095
O 2.1586 -1.5339 0.4629 -0.100
O -0.4442 -1.3824 0.8294 -0.093
H -0.2409 -1.0884 -1.8673 -0.003
H -0.4317 1.1749 -0.9262 0.072
H 2.6318 -2.0545 1.1182 0.043
H -1.8391 1.4351 1.6439 0.114
H -0.7670 -0.5095 1.1611 0.014
H 2.0405 -0.8627 -1.3308 0.014
H 0.1747 1.5716 2.7503 0.081
H -1.1483 2.6398 -0.4770 0.082
H -2.1865 1.1553 -0.6075 0.084
H 1.4563 -1.6406 -2.4298 0.055
H -0.8282 -1.8476 0.0773 0.024
C -1.2280 1.5569 -0.2921 -0.125
H 1.1841 -1.6780 0.6259 0.004
N -1.0290 1.1954 1.0916 -0.221
H 0.3793 2.7265 1.4613 0.075
H -1.7111 -1.1639 -2.1739 0.048
```

Calculated values
Lowest unoccupied orbital energy in eV: 0.74
HOMO level in eV: -9.41


Most stable structure: ii


i:
This record from the Open Molecules 2025 dataset describes a 5-piece molecular cluster, C2H15NO4 overall. The level of theory is the ωB97M-V functional and the def2-TZVPD basis.

Geometry as XYZ:
```
22
Properties=species:S:1:pos:R:3:lowdin_charge:R:1
H -1.8150 -3.8641 0.5195 0.061
H -3.9459 1.0901 -1.7837 0.062
H 0.8498 2.4318 2.6487 0.079
H 1.7120 0.4519 0.1235 0.044
H 1.3987 -0.3605 1.4686 0.075
H 0.9283 -2.7269 3.2660 0.089
H -0.4091 1.5010 -0.1701 0.072
N 0.8959 0.0327 0.5923 -0.074
H -0.9247 0.7484 1.5621 0.147
C -0.0164 1.1895 0.8051 -0.298
O -1.5021 -3.2012 1.1695 -0.078
C 0.7148 2.4906 1.5117 -0.111
H -3.1547 2.1572 -2.4224 -0.006
O 2.8116 0.7756 -3.9458 -0.068
H 2.1083 0.1240 -4.0266 0.031
H 0.1639 -2.4923 1.9371 -0.048
H -2.1933 -2.4854 1.1481 0.078
H 0.2366 3.4394 1.3496 0.033
H 1.6980 2.6721 1.1685 0.023
O -3.2708 1.2392 -2.4962 -0.057
H 2.8571 0.9028 -2.9803 0.035
O 0.7148 -2.0510 2.5405 -0.088
```

Calculated values
Lowest unoccupied orbital energy in eV: 0.42
HOMO level in eV: -9.05


ii:
This record from the Open Molecules 2025 dataset describes a 5-piece molecular cluster, C2H15NO4 overall. The level of theory is the ωB97M-V functional and the def2-TZVPD basis.

Geometry as XYZ:
```
22
Properties=species:S:1:pos:R:3:lowdin_charge:R:1
H 0.4353 -5.2949 -0.1501 0.026
H -0.8285 -5.2336 0.7433 0.042
H 0.5720 3.5948 2.2952 0.076
O 0.1233 -5.4516 0.7402 -0.062
C -0.1072 2.5672 -0.4730 -0.144
H 1.5736 3.6889 -0.1356 0.100
H -0.8390 -2.5552 1.4433 0.018
O 1.5087 -0.4396 0.4945 -0.053
H 2.1527 3.1280 2.0942 0.078
H 0.1681 2.4958 -1.5251 0.075
H -2.2366 -1.6179 -4.2201 0.029
O -3.0529 -2.0899 -4.0834 -0.036
H 1.5421 0.3656 1.0385 0.022
H 1.5861 -0.0597 -0.3869 0.048
H -0.8993 3.3264 -0.3922 0.075
H -0.2323 -1.3716 0.7165 -0.022
H 0.7964 1.8675 2.0059 0.068
N 1.0517 2.9403 0.2921 -0.207
O -0.8870 -1.5952 1.3717 -0.067
H -3.0894 -2.7059 -3.3847 0.007
C 1.1704 2.8520 1.7219 -0.146
H -0.5082 1.5886 -0.2062 0.070
```

Calculated values
Lowest unoccupied orbital energy in eV: 0.23
HOMO level in eV: -8.65


Most stable structure: ii


i:
This record from the Open Molecules 2025 dataset describes C3H3NO3 in the gas phase. The level of theory is the ωB97M-V functional and the def2-TZVPD basis.

Geometry as XYZ:
```
10
Properties=species:S:1:pos:R:3:lowdin_charge:R:1
O 0.6197 0.3342 -0.8596 -0.061
H 1.4342 0.1803 1.0594 0.198
H 0.6843 -1.1681 -2.5349 0.171
C -0.6849 1.1976 1.0406 -0.156
C 0.3649 0.2090 0.5717 -0.248
O -0.5455 -0.9587 0.5242 -0.105
H -1.3720 1.3310 0.0838 0.183
N -0.3119 -1.7145 -0.6878 0.098
O -0.5977 1.5207 2.2329 0.067
C 0.4090 -0.9315 -1.4302 -0.147
```

Calculated values
Lowest unoccupied orbital energy in eV: 0.24
HOMO level in eV: -9.99


ii:
This record from the Open Molecules 2025 dataset describes C3H3NO3 in the gas phase. The level of theory is the ωB97M-V functional and the def2-TZVPD basis.

Geometry as XYZ:
```
10
Properties=species:S:1:pos:R:3:lowdin_charge:R:1
C -0.2893 -0.5980 -0.4707 -0.387
O 0.0036 0.5995 1.8221 0.111
H -1.6930 -1.6862 -1.1791 0.083
N -0.6892 -1.6677 -0.9906 0.207
O -1.0213 0.5296 -0.1835 0.063
C -0.4496 1.1924 0.8865 -0.303
H -0.4963 2.2769 0.7640 0.158
O 1.5839 0.8242 -0.3311 0.086
H 1.8615 -1.1566 -0.0605 0.139
C 1.1897 -0.3141 -0.2570 -0.156
```

Calculated values
Lowest unoccupied orbital energy in eV: -0.16
HOMO level in eV: -10.83


Most stable structure: ii